Molecular formula: C2H4FNO
Method: DFT, ωB97M-V/def2-TZVPD

Positions of all 9 atoms, in Å:
O: -2.16525 -0.08195 -0.27535
N: -1.08659 -0.12027 0.55024
C: -0.10520 0.26994 -0.22638
C: 1.23583 0.52058 0.19522
F: 2.06316 -0.57494 -0.15536
H: -2.73617 -0.73242 0.22877
H: -0.49033 0.68408 -1.16129
H: 1.67050 1.38350 -0.40264
H: 1.13183 0.59359 1.27150

Computed properties:
Orbital gap in hartree: 0.3988
Energy above the lowest of the compared OMol25 structures with the same formula, charge and spin in kJ/mol: 299.0
SMILES: O/N=C/CF